Density functional theory data (ωB97M-V with the def2-TZVPD basis set) for a 6-piece molecular cluster, C47H81F2NO14P2S2Si overall at a distorted geometry.

```
150
Properties=species:S:1:pos:R:3
C 8.71428 -5.49539 -0.11530
Si 6.84826 -5.76886 -0.04108
C 6.59450 -7.61484 -0.33553
C 6.11021 -4.83818 -1.53457
C 4.82548 -4.02696 -1.25634
C 4.26004 -3.34799 -2.53014
F 5.19008 -3.56270 -3.53820
F 3.16177 -4.00872 -2.97341
C 4.11795 -1.82854 -2.54714
C 2.81443 -1.07370 -2.20119
C 1.58149 -1.60259 -2.95858
C 0.70543 -2.72749 -2.38148
C -0.68529 -2.28881 -1.91164
C -1.60855 -3.50300 -1.91194
N -2.72824 -3.35420 -1.00391
C -3.20222 -2.17965 -0.49101
C -4.28890 -2.39180 0.31504
C -4.48794 -3.80804 0.29512
C -3.52756 -4.35619 -0.51518
C 2.57464 -0.51870 -0.73178
C 1.43022 0.54143 -0.92666
C 1.55926 1.81104 -0.13606
C 1.40774 1.62135 1.44685
O 0.44635 2.29033 0.37691
C 1.97833 -1.44983 0.34808
P 2.79800 -2.66193 1.41890
O 2.17381 -2.62847 2.75138
O 2.44216 -4.09091 0.76970
O 4.35218 -2.46636 1.55092
S 4.10864 0.28256 -0.27128
O 4.18551 0.49450 1.13161
O 4.29751 1.43434 -1.10001
O 5.28701 -0.75143 -0.62386
C 5.39419 -1.20824 -1.95907
P 6.24184 -0.01608 -3.08556
O 5.13354 0.87193 -3.80878
O 6.92035 -0.95683 -4.17902
S 7.55625 1.01902 -2.12167
C 6.23689 -5.22850 1.64990
C 5.07926 -5.75366 2.22709
C 4.66280 -5.37495 3.49838
C 5.42657 -4.46027 4.21027
C 6.56647 -3.90354 3.65224
C 6.97072 -4.28568 2.37425
H 8.97709 -4.48243 0.17879
H 9.04370 -5.64577 -1.14079
H 9.23320 -6.20455 0.52093
H 7.34808 -8.21358 0.16374
H 6.69118 -7.77713 -1.40887
H 5.58830 -7.93360 -0.07170
H 5.90508 -5.59038 -2.28834
H 6.89870 -4.17522 -1.88119
H 4.09109 -4.75717 -0.93814
H 5.06520 -3.30966 -0.47787
H 4.21296 -1.60476 -3.61076
H 2.99346 -0.12900 -2.71618
H 0.93878 -0.78072 -3.25257
H 1.98386 -1.96547 -3.90198
H 0.53188 -3.45578 -3.17142
H 1.21640 -3.30045 -1.61340
H -0.66711 -1.84077 -0.92546
H -1.06148 -1.59290 -2.65723
H -1.99727 -3.68125 -2.91441
H -1.05686 -4.39881 -1.62951
H -2.75936 -1.22882 -0.72024
H -4.83355 -1.63913 0.84339
H -5.26987 -4.31898 0.82611
H -3.41897 -5.40092 -0.74323
H 1.41851 0.92129 -1.94740
H 0.47433 0.14228 -0.62142
H 2.26936 2.54933 -0.46318
H 0.91358 2.15560 2.26093
H 2.32551 2.27650 1.54831
H 1.56818 -0.76316 1.09309
H 1.09388 -1.96881 0.00468
H 2.16963 -4.00471 -0.15038
H 4.56058 -2.40959 2.49417
H 6.12220 -2.01596 -1.94583
H 5.52642 1.74752 -3.93592
H 7.54966 -0.40331 -4.66345
H 4.49453 -6.46746 1.66249
H 3.76697 -5.80619 3.91341
H 5.13284 -4.17337 5.20880
H 7.17900 -3.19262 4.18444
H 7.86179 -3.83932 1.96081
C -9.08825 -1.03658 1.44348
C -9.35734 -0.81564 -0.04167
C -8.06233 -0.15786 -0.49105
O -7.02600 -0.67160 0.34322
C -7.60639 -1.38593 1.44079
H -9.71020 -1.81217 1.88897
H -9.25188 -0.10924 1.99458
H -9.49096 -1.77617 -0.54557
H -10.23386 -0.20085 -0.24448
H -8.10590 0.92828 -0.35078
H -7.81713 -0.36154 -1.53448
H -7.44500 -2.45841 1.27947
H -7.10330 -1.09594 2.36459
C -8.98443 4.26255 2.74926
C -9.96260 4.26303 1.58022
C -10.11620 2.77399 1.31132
O -9.94256 2.11319 2.56799
C -9.42899 3.03571 3.53237
H -9.01021 5.17580 3.34312
H -7.96656 4.12287 2.38017
H -10.91780 4.69363 1.89151
H -9.60618 4.81447 0.71145
H -9.33873 2.41955 0.62649
H -11.09033 2.51028 0.89668
H -10.22885 3.27744 4.24098
H -8.61164 2.56677 4.08136
C -5.81284 7.57970 0.52868
C -6.79440 7.57975 -0.63872
C -6.95594 6.09069 -0.90554
O -6.78806 5.42886 0.35225
C -6.26442 6.35558 1.31140
H -5.83556 8.49208 1.12225
H -4.79401 7.43710 0.16110
H -7.74743 8.01215 -0.32524
H -6.44242 8.12929 -1.51014
H -6.18565 5.72456 -1.59307
H -7.93423 5.83702 -1.31638
H -7.06407 6.60892 2.01618
H -5.45192 5.88309 1.86486
C 7.15930 4.23093 -0.06996
C 8.64399 4.57062 -0.14613
C 8.64119 6.05016 0.21618
O 7.54122 6.24804 1.10669
C 6.70692 5.08522 1.10512
H 6.95652 3.17128 0.07298
H 6.65530 4.55206 -0.98473
H 9.19593 3.99940 0.60389
H 9.09100 4.37363 -1.11947
H 8.48476 6.67496 -0.67051
H 9.56195 6.36999 0.70570
H 6.84825 4.55824 2.05493
H 5.66249 5.39098 1.03202
C -2.67260 2.71640 0.63380
C -3.93053 3.44484 0.16546
C -4.28750 2.65650 -1.08846
O -3.83805 1.31691 -0.86932
C -3.00049 1.27361 0.28776
H -2.45293 2.85719 1.69140
H -1.80900 3.05041 0.05985
H -4.72262 3.34561 0.91158
H -3.78093 4.50615 -0.03097
H -3.76568 3.05523 -1.96678
H -5.35828 2.64893 -1.29498
H -3.55352 0.78261 1.09603
H -2.10907 0.68148 0.07081
```

## Properties
- F_max (eV Å⁻¹) = 2.62
- HOMO level (eV) = -7.8302
- total energy (eV) = -133766.481